ORCA calculation (ωB97M-V with the def2-TZVPD basis set) on a cluster of 9 separate species, C40H71N9O10 in total.

Cartesian coordinates (Å):
C  -1.23  0.90  -0.28
C  -0.89  -0.38  0.45
C  -0.41  -0.36  1.73
C  -0.07  -1.54  2.35
C  -0.22  -2.72  1.67
C  0.20  -4.04  2.30
C  1.47  -4.66  1.74
C  2.10  -5.65  2.37
C  3.33  -6.25  1.74
O  4.29  -6.64  2.37
C  3.26  -6.36  0.22
C  2.65  -5.37  -0.42
C  2.43  -5.28  -1.91
C  1.52  -6.37  -2.47
N  0.46  -6.79  -1.92
C  2.10  -4.23  0.43
O  2.24  -3.08  0.06
C  -0.72  -2.75  0.39
C  -1.06  -1.58  -0.23
H  -2.20  0.87  -0.77
H  -0.43  1.08  -1.00
H  -1.21  1.77  0.39
H  -0.26  0.55  2.29
H  0.34  -1.60  3.36
H  -0.60  -4.76  2.06
H  0.22  -4.00  3.40
H  1.76  -6.04  3.32
H  3.70  -7.19  -0.31
H  3.38  -5.20  -2.46
H  1.91  -4.33  -2.11
H  1.78  -6.79  -3.45
H  0.32  -6.30  -1.03
H  -0.85  -3.69  -0.15
H  -1.46  -1.56  -1.24
C  -4.88  4.09  -0.05
C  -3.48  4.13  0.51
O  -2.98  3.16  1.08
N  -2.78  5.27  0.36
C  -3.20  6.49  -0.30
H  -5.32  3.11  0.15
H  -5.50  4.85  0.43
H  -4.86  4.26  -1.12
H  -1.85  5.23  0.75
H  -2.52  6.70  -1.12
H  -3.15  7.31  0.43
H  -4.22  6.43  -0.68
C  -0.94  2.80  -3.39
C  -2.03  3.84  -3.30
O  -2.08  4.68  -2.41
N  -3.00  3.81  -4.26
C  -3.11  2.89  -5.38
H  -0.26  2.95  -2.56
H  -1.36  1.80  -3.31
H  -0.39  2.91  -4.32
H  -3.70  4.52  -4.15
H  -3.10  3.46  -6.31
H  -4.06  2.36  -5.31
H  -2.30  2.18  -5.38
C  1.37  -1.24  -6.01
C  0.27  -0.21  -5.97
O  0.20  0.64  -5.09
N  -0.67  -0.27  -6.95
C  -0.76  -1.20  -8.06
H  2.04  -1.07  -5.17
H  0.95  -2.24  -5.93
H  1.94  -1.15  -6.93
H  -1.38  0.44  -6.86
H  -0.73  -0.64  -9.00
H  -1.71  -1.74  -8.00
H  0.06  -1.91  -8.04
C  2.73  -4.58  -5.37
C  2.97  -4.43  -6.85
O  3.23  -3.35  -7.37
N  2.89  -5.56  -7.61
C  2.60  -6.91  -7.18
H  2.82  -3.60  -4.90
H  1.72  -4.96  -5.18
H  3.46  -5.25  -4.93
H  3.06  -5.39  -8.59
H  3.44  -7.56  -7.45
H  1.71  -7.27  -7.70
H  2.43  -6.97  -6.11
C  -3.61  -0.21  3.64
C  -2.49  0.11  4.60
O  -1.42  0.55  4.21
N  -2.71  -0.09  5.93
C  -3.90  -0.60  6.57
H  -3.28  0.01  2.63
H  -3.87  -1.27  3.71
H  -4.49  0.40  3.86
H  -1.91  0.14  6.50
H  -4.27  0.15  7.28
H  -3.66  -1.51  7.12
H  -4.68  -0.82  5.85
C  1.37  0.32  5.72
C  1.61  -0.79  6.70
O  0.95  -1.82  6.70
N  2.61  -0.63  7.61
C  3.51  0.50  7.76
H  0.54  0.05  5.07
H  1.10  1.24  6.24
H  2.25  0.49  5.11
H  2.72  -1.41  8.24
H  4.54  0.17  7.64
H  3.39  0.91  8.77
H  3.30  1.29  7.04
C  -7.80  8.13  -2.78
C  -6.39  8.20  -2.24
O  -5.88  7.26  -1.65
N  -5.71  9.36  -2.42
C  -6.15  10.57  -3.08
H  -8.21  7.15  -2.56
H  -8.43  8.89  -2.31
H  -7.80  8.27  -3.86
H  -4.78  9.34  -2.03
H  -5.48  10.79  -3.92
H  -6.11  11.40  -2.37
H  -7.16  10.48  -3.45
C  9.66  -1.25  7.94
C  8.58  -0.21  8.10
O  8.56  0.57  9.05
N  7.61  -0.15  7.15
C  7.47  -0.98  5.96
H  10.35  -1.17  8.78
H  9.22  -2.25  7.95
H  10.21  -1.09  7.02
H  6.93  0.57  7.32
H  7.48  -0.34  5.08
H  6.51  -1.50  6.00
H  8.26  -1.72  5.89

The value obtained for the orbital gap is 7.4 eV. Its total charge is 0.


ORCA calculation (ωB97M-V with the def2-TZVPD basis set) on the molecule C5H8.

Cartesian coordinates (Å):
C  2.39  0.15  0.21
C  0.96  0.59  0.23
C  0.01  -0.02  -0.49
C  -1.46  0.17  -0.26
C  -2.23  -0.82  0.19
H  2.56  -0.77  0.80
H  2.72  -0.08  -0.81
H  3.01  0.91  0.69
H  0.63  1.38  0.90
H  0.36  -0.93  -0.97
H  -1.92  1.11  -0.53
H  -3.31  -0.81  0.13
H  -1.76  -1.76  0.48

As for the energy relative to the best compared isomer or geometry (same formula, charge and spin): 25.4 kcal per mole. The value obtained for the orbital gap is 10.2 eV. Its total charge is 0.


ORCA calculation (ωB97M-V with the def2-TZVPD basis set) on a cluster of 2 separate species, C5H14BN5O3P in total.

Cartesian coordinates (Å):
N  -3.05  1.36  -2.15
N  -2.27  2.00  -1.18
C  -0.80  1.63  -1.39
N  -0.03  2.10  -2.64
B  1.03  3.05  -2.06
O  0.84  4.50  -1.85
O  2.35  2.48  -1.61
N  -0.20  0.86  -0.40
P  -1.07  0.34  1.11
O  -1.76  -1.08  0.94
H  -2.55  1.32  -3.08
H  -3.96  1.86  -2.31
H  -2.41  3.04  -1.19
H  -0.65  2.74  -3.21
H  -0.16  4.63  -1.82
H  2.33  2.56  -0.59
H  0.80  0.51  -0.46
H  -2.00  1.42  1.39
H  -0.04  0.36  2.15
N  2.06  -2.73  1.71
C  2.46  -3.92  2.25
C  1.32  -4.66  2.52
C  0.21  -3.89  2.12
C  0.69  -2.70  1.62
H  2.68  -1.99  1.41
H  3.50  -4.15  2.39
H  1.30  -5.65  2.95
H  -0.83  -4.16  2.19
H  0.19  -1.84  1.21

The value obtained for the orbital gap is 4.4 eV. Its total charge is +1.


ORCA calculation (ωB97M-V with the def2-TZVPD basis set) on a cluster of 2 separate species, C4H6N2O in total.

Cartesian coordinates (Å):
C  -0.50  0.88  0.59
C  -0.13  2.01  -0.33
C  -0.30  -2.45  -0.33
O  -1.46  0.09  0.28
N  0.22  -1.32  -0.49
C  1.28  -0.68  0.22
N  2.43  -0.71  0.40
H  -0.40  1.12  1.66
H  -0.26  1.72  -1.37
H  -0.72  2.89  -0.11
H  0.93  2.24  -0.16
H  -1.38  -2.46  -0.28
H  0.28  -3.33  -0.07

As for the energy relative to the best compared isomer or geometry (same formula, charge and spin): 127.0 kcal per mole. The value obtained for the orbital gap is 8.2 eV. Its total charge is 0.


ORCA calculation (ωB97M-V with the def2-TZVPD basis set) on the ion C21H28ClN2O3 with charge +1.

Cartesian coordinates (Å):
C  -4.51  -1.99  0.09
H  -5.19  -2.54  -0.55
H  -4.47  -2.46  1.08
H  -4.86  -0.96  0.19
O  -3.25  -2.05  -0.55
C  -2.11  -1.87  0.15
C  -0.95  -2.30  -0.49
C  0.30  -2.21  0.10
C  0.39  -1.71  1.39
C  -0.74  -1.23  2.03
C  -1.98  -1.25  1.40
O  -3.04  -0.63  2.02
C  -2.95  0.80  2.00
C  -3.32  1.33  0.63
C  -2.41  1.50  -0.40
C  -2.79  1.91  -1.66
C  -4.13  2.16  -1.92
C  -5.06  2.00  -0.91
C  -4.66  1.59  0.35
H  -5.39  1.46  1.13
H  -6.11  2.19  -1.10
H  -4.43  2.47  -2.91
H  -2.05  2.03  -2.44
Cl  -0.72  1.22  -0.14
H  -1.95  1.13  2.29
H  -3.68  1.14  2.74
H  -0.67  -0.81  3.02
H  1.35  -1.69  1.90
C  1.54  -2.51  -0.69
N  1.93  -1.25  -1.33
H  1.15  -0.91  -1.89
C  3.18  -1.22  -2.07
H  3.09  -1.44  -3.14
H  3.86  -1.95  -1.64
C  3.75  0.21  -1.87
N  3.37  0.60  -0.50
C  4.38  0.26  0.51
H  4.65  -0.80  0.42
H  5.27  0.87  0.34
C  3.83  0.54  1.91
O  3.46  1.89  2.03
C  2.46  2.22  1.10
H  2.23  3.28  1.26
C  2.96  2.01  -0.34
H  2.15  2.24  -1.03
H  3.81  2.66  -0.54
H  1.56  1.62  1.26
H  4.59  0.36  2.66
H  2.96  -0.11  2.10
H  2.48  -0.08  -0.43
H  3.27  0.90  -2.58
H  4.83  0.25  -2.02
H  1.35  -3.30  -1.43
H  2.35  -2.83  -0.04
H  -1.06  -2.72  -1.48

As for the energy relative to the best compared isomer or geometry (same formula, charge and spin): 34.5 kcal per mole. The value obtained for the orbital gap is 8.8 eV. Its total charge is +1.


ORCA calculation (ωB97M-V with the def2-TZVPD basis set) on a cluster of 4 separate species, C18H31FO9S3 in total.

Cartesian coordinates (Å):
O  4.50  2.07  -0.24
C  3.51  1.56  0.00
F  3.19  1.23  1.27
C  2.47  1.18  -1.05
C  1.04  1.16  -0.47
C  0.33  -0.22  -0.33
O  -1.10  0.02  -0.53
C  -1.26  1.38  -0.56
O  -2.08  2.01  -0.05
C  -0.03  1.83  -1.41
H  2.50  1.98  -1.80
H  2.75  0.21  -1.47
H  0.89  1.75  0.45
H  0.63  -0.98  -1.05
H  0.44  -0.51  0.73
H  0.14  2.91  -1.44
H  -0.16  1.36  -2.39
C  -4.14  5.78  1.05
C  -5.63  6.08  0.79
C  -5.76  6.46  -0.69
S  -4.42  5.63  -1.55
O  -3.52  6.63  -2.07
O  -4.96  4.59  -2.38
C  -3.68  4.89  -0.10
H  -3.99  5.30  2.02
H  -3.58  6.72  1.05
H  -6.21  5.18  0.99
H  -6.01  6.87  1.44
H  -6.71  6.14  -1.11
H  -5.64  7.53  -0.84
H  -2.60  4.86  -0.21
H  -4.08  3.89  0.00
C  1.67  -3.55  4.97
C  2.92  -3.21  4.14
C  2.46  -2.98  2.70
S  0.77  -2.40  2.79
O  -0.09  -3.39  2.19
O  0.72  -1.01  2.41
C  0.62  -2.52  4.57
H  1.88  -3.53  6.04
H  1.33  -4.56  4.71
H  3.38  -2.30  4.53
H  3.67  -4.00  4.19
H  3.07  -2.23  2.19
H  2.47  -3.90  2.12
H  -0.39  -2.82  4.83
H  0.85  -1.54  4.99
C  1.83  -4.69  -4.19
C  0.71  -4.71  -3.14
C  1.34  -4.39  -1.79
S  2.78  -3.37  -2.14
O  3.96  -4.10  -1.76
O  2.54  -2.02  -1.68
C  2.63  -3.42  -3.92
H  1.43  -4.69  -5.21
H  2.46  -5.57  -4.07
H  -0.04  -3.95  -3.39
H  0.20  -5.67  -3.12
H  0.66  -3.83  -1.14
H  1.68  -5.29  -1.28
H  3.62  -3.42  -4.37
H  2.08  -2.53  -4.23

As for the energy relative to the best compared isomer or geometry (same formula, charge and spin): 18.1 kcal per mole. The value obtained for the orbital gap is 10.1 eV. Its total charge is 0.


ORCA calculation (ωB97M-V with the def2-TZVPD basis set) on the molecule C18H21N3O2.

Cartesian coordinates (Å):
O  0.68  2.25  4.19
N  5.86  0.59  1.98
N  2.77  1.50  3.56
O  -2.32  1.67  0.06
C  1.41  1.81  3.31
C  4.99  0.97  2.89
C  3.57  1.35  2.57
C  5.36  0.43  0.63
C  4.22  1.11  0.28
C  0.01  1.80  -0.69
C  -0.52  1.97  1.71
C  1.35  1.65  -0.42
C  -1.00  1.76  0.40
C  0.88  1.79  1.96
C  1.78  1.64  0.88
N  -3.87  0.03  -1.72
C  3.23  1.84  1.25
C  -3.21  -3.25  -2.15
C  -0.74  -3.22  -2.31
C  -1.95  -2.66  -1.52
C  -2.83  0.42  0.54
C  -1.86  -1.14  -1.34
C  -3.10  -0.53  -0.59
H  5.35  0.93  3.94
H  6.01  0.00  -0.10
H  4.00  1.23  -0.73
H  -0.47  1.76  -1.69
H  -1.14  2.09  2.54
H  2.02  1.84  -1.30
H  -4.81  0.28  -1.31
H  -3.47  0.85  -2.21
H  3.56  2.82  1.07
H  -3.11  -4.33  -2.09
H  -4.17  -2.96  -1.80
H  -3.24  -2.86  -3.16
H  0.10  -3.16  -1.60
H  -0.92  -4.31  -2.54
H  -0.41  -2.67  -3.22
H  -1.85  -3.12  -0.54
H  -2.13  -0.04  1.30
H  -3.78  0.73  1.08
H  -0.93  -0.88  -0.73
H  -1.61  -0.72  -2.33
H  -3.68  -1.28  -0.06

As for the energy relative to the best compared isomer or geometry (same formula, charge and spin): 125.1 kcal per mole. The value obtained for the orbital gap is 7.9 eV. Its total charge is 0.


ORCA calculation (ωB97M-V with the def2-TZVPD basis set) on a structure of composition C3H2AgO2.

Cartesian coordinates (Å):
O  1.29  0.82  -1.28
C  0.86  -0.15  -0.54
C  -0.87  -0.02  1.39
O  1.24  -1.30  -0.55
C  -0.36  0.29  0.21
Ag  0.17  0.78  -2.92
H  -1.61  0.62  1.88
H  -0.73  -1.03  1.81

As for the energy relative to the best compared isomer or geometry (same formula, charge and spin): 14.1 kcal per mole. The value obtained for the orbital gap (spin up / spin down) is 8.5 / 6.1 eV. Its total charge is +1. As for the multiplicity: 3.


ORCA calculation (ωB97M-V with the def2-TZVPD basis set) on the molecule CH6N2.

Cartesian coordinates (Å):
N  -1.15  0.52  0.14
N  -0.25  -0.42  -0.33
C  1.09  -0.07  0.10
H  -2.07  0.15  0.48
H  -1.46  1.17  -0.62
H  -0.57  -1.37  -0.35
H  1.74  -0.70  -0.46
H  1.35  1.03  -0.08
H  1.32  -0.31  1.13

As for the energy relative to the best compared isomer or geometry (same formula, charge and spin): 34.9 kcal per mole. The value obtained for the orbital gap is 9.3 eV. Its total charge is 0.


ORCA calculation (ωB97M-V with the def2-TZVPD basis set) on the ion C5H11N2O with charge +1.

Cartesian coordinates (Å):
C  -0.17  0.79  -0.89
C  -1.11  -0.24  -1.26
C  -0.49  -1.34  -2.05
C  -2.44  -0.33  -0.71
C  2.37  0.82  2.99
N  1.65  0.20  0.87
N  1.55  0.93  1.78
O  1.13  -0.05  -0.24
H  0.30  1.23  -1.66
H  -0.57  1.48  -0.10
H  -0.83  -2.19  -1.55
H  0.58  -1.22  -2.24
H  -1.12  -1.44  -3.05
H  -2.88  -1.24  -1.08
H  -3.17  0.45  -1.05
H  -2.40  -0.20  0.33
H  2.44  1.86  3.33
H  3.32  0.31  2.84
H  1.84  0.16  3.76

As for the energy relative to the best compared isomer or geometry (same formula, charge and spin): 174.5 kcal per mole. The value obtained for the orbital gap (spin up / spin down) is 6.1 / 7.9 eV. Its total charge is +1.


ORCA calculation (ωB97M-V with the def2-TZVPD basis set) on a structure of composition C3H5LiNaO3.

Cartesian coordinates (Å):
O  -1.35  -0.86  0.30
C  -0.19  -0.81  0.91
C  -2.05  0.38  0.50
O  0.66  -1.69  0.86
O  -0.10  0.21  1.74
C  -1.28  1.04  1.65
Li  2.40  -1.98  1.50
H  -3.09  0.14  0.75
H  -1.99  0.95  -0.44
H  -1.80  0.98  2.61
H  -0.97  2.06  1.44
Na  2.22  1.19  1.14
H  -0.20  -0.41  -2.03

As for the energy relative to the best compared isomer or geometry (same formula, charge and spin): 92.6 kcal per mole. The value obtained for the orbital gap (spin up / spin down) is 4.2 / 3.5 eV. Its total charge is 0. As for the multiplicity: 2.


ORCA calculation (ωB97M-V with the def2-TZVPD basis set) on the molecule C2H3Cl2F.

Cartesian coordinates (Å):
C  -0.03  0.77  -1.67
C  -0.06  -0.09  -0.47
H  -0.75  0.24  -2.47
H  -0.24  1.74  -1.49
H  1.05  0.72  -2.30
F  0.68  -1.33  -0.46
Cl  1.10  0.70  0.74
Cl  -1.44  -0.39  0.63

As for the energy relative to the best compared isomer or geometry (same formula, charge and spin): 38.4 kcal per mole. The value obtained for the orbital gap is 11.4 eV. Its total charge is 0.


ORCA calculation (ωB97M-V with the def2-TZVPD basis set) on a cluster of 2 separate species, C4H12N2 in total.

Cartesian coordinates (Å):
C  1.62  1.74  2.64
C  0.86  0.96  1.88
N  1.13  0.20  0.75
H  2.66  1.91  2.38
H  1.20  2.27  3.46
H  -0.11  0.73  2.33
H  1.68  0.74  0.10
H  0.28  -0.17  0.33
C  -1.82  0.14  -1.82
N  -1.12  -0.85  -1.01
C  -0.30  -1.85  -1.66
H  -2.52  0.69  -1.20
H  -1.09  0.82  -2.25
H  -2.32  -0.33  -2.68
H  -1.80  -1.28  -0.39
H  -0.64  -2.16  -2.65
H  -0.36  -2.73  -1.02
H  0.74  -1.54  -1.70

As for the energy relative to the best compared isomer or geometry (same formula, charge and spin): 32.6 kcal per mole. The value obtained for the orbital gap is 8.9 eV. Its total charge is 0.


Strongest force on any atom: 1.98 1.62 5.92 6.37 0.76 4.95 5.24 4.95 3.28 5.15 1.53 8.09 1.82 (eV/A)